(1)
53
Properties=species:S:1:pos:R:3:forces:R:3:lowdin_charge:R:1 method="wB97M-V/def2-TZVPD" total_charge=+1 max_force_ev_per_a=1.75 homo_energy_ev=-11.20 lumo_energy_ha=-0.094 energy_ev=-39972.6118
C -3.094748 0.011830 1.216214 0.37 0.21 0.08 -0.058
C -2.664754 -0.613578 2.519310 -0.66 -0.25 -0.19 -0.144
N -1.261134 -0.279965 2.995048 -0.06 0.07 0.16 0.058
C -0.394193 0.606689 2.159742 0.22 -0.17 0.20 -0.175
S 0.912304 -0.354650 1.383683 0.39 -0.28 0.33 0.652
O 1.731763 -0.799450 2.457375 -0.04 -0.90 1.25 -0.310
O 1.534442 0.461525 0.419149 -0.05 0.94 -1.47 -0.286
H -4.159120 -0.149190 1.121436 -0.24 -0.16 -0.11 0.096
H -2.588669 -0.418122 0.359035 0.09 -0.10 -0.18 0.085
H -2.946698 1.084545 1.218220 -0.07 0.25 -0.01 0.081
H -2.740655 -1.688853 2.443306 0.28 -0.31 -0.03 0.130
H -3.354832 -0.338510 3.303295 0.10 0.33 0.36 0.130
H -0.754687 -1.156078 3.151123 0.09 0.01 -0.01 0.165
H -1.321892 0.133987 3.932348 -0.20 0.33 -0.01 0.154
H 0.148627 1.237832 2.849828 0.30 0.16 0.07 0.097
H -0.895625 1.255224 1.459151 -0.50 -0.26 -0.14 0.114
H 0.291523 -1.441600 0.818029 -0.30 0.42 -0.14 0.073
C 0.715738 -2.272198 -1.381414 0.18 0.24 0.14 -0.368
O -0.437685 -2.083570 -0.982038 0.04 -0.03 0.24 -0.050
N 1.085925 -3.130241 -2.315090 -0.06 -0.15 -0.14 -0.169
C 2.475646 -3.284709 -2.717121 -0.06 -0.01 -0.14 -0.026
C 0.071003 -3.946449 -2.969477 -0.12 0.04 0.02 -0.017
H 1.561473 -1.700261 -0.962283 0.05 -0.05 -0.08 0.118
H 2.577186 -3.057209 -3.778840 0.01 -0.03 -0.01 0.084
H 2.799989 -4.310137 -2.540199 0.03 0.01 0.00 0.098
H 3.108149 -2.609927 -2.144453 -0.03 0.02 0.04 0.090
H -0.654368 -3.304149 -3.465938 -0.01 -0.04 -0.06 0.092
H -0.454687 -4.555378 -2.234250 0.01 0.00 0.00 0.095
H 0.545439 -4.585877 -3.706301 0.04 0.04 -0.04 0.095
C 1.523375 -1.582643 -6.716230 0.07 -0.08 -0.12 -0.350
O 1.231784 -2.658326 -6.225736 0.00 -0.04 0.21 0.000
N 1.024500 -0.402387 -6.311088 0.02 0.17 -0.01 -0.196
C 1.405432 0.851636 -6.933694 -0.14 -0.05 0.16 -0.053
C 0.072457 -0.392988 -5.214360 0.06 -0.14 -0.07 -0.038
H 2.235647 -1.489431 -7.552447 -0.02 0.00 0.01 0.137
H 1.864354 1.514322 -6.197735 0.02 0.05 -0.05 0.090
H 0.528223 1.345355 -7.354988 0.04 0.05 -0.04 0.091
H 2.119902 0.667346 -7.732061 0.01 -0.04 -0.01 0.085
H 0.525204 -0.822995 -4.318556 -0.04 0.02 0.03 0.078
H -0.802931 -0.990150 -5.471415 -0.03 0.01 0.04 0.095
H -0.234078 0.628888 -5.009019 0.02 0.03 -0.02 0.087
C -1.315954 2.727146 6.191239 0.33 -0.21 0.17 -0.330
O -1.903291 2.090005 5.318168 0.04 -0.28 -0.18 -0.034
N -0.376775 3.641941 5.930779 -0.27 0.09 0.17 -0.189
C 0.376145 4.332352 6.964824 -0.06 0.08 -0.17 -0.033
C -0.122870 3.905415 4.531148 -0.01 -0.21 -0.01 -0.030
H -1.485449 2.555372 7.263882 -0.10 0.03 -0.04 0.143
H 0.216606 5.407987 6.889270 0.03 0.01 0.05 0.096
H 1.440447 4.122526 6.855261 0.01 0.01 0.04 0.096
H 0.050889 3.997249 7.946311 -0.04 -0.04 0.00 0.090
H -1.027329 4.279534 4.051618 0.05 0.01 -0.08 0.102
H 0.132749 2.942625 4.084945 0.15 0.23 -0.32 0.064
H 0.685504 4.617690 4.400993 0.06 -0.03 0.11 0.099

---

(2)
24
Properties=species:S:1:pos:R:3:forces:R:3:lowdin_charge:R:1 method="wB97M-V/def2-TZVPD" total_charge=+1 max_force_ev_per_a=2.13 relative_energy_kcal_mol=27.2 homo_energy_ev=-13.82 lumo_energy_ha=-0.100 energy_ev=-13043.9576
C -0.567473 -2.601718 -1.598926 -2.08 -0.06 -0.47 -0.071
C -0.522152 -1.199062 -1.114017 1.61 -0.29 -0.75 -0.116
C 0.604535 -0.504710 -1.201710 0.19 0.78 0.76 -0.081
N 0.595278 0.894406 -0.742169 -1.07 1.37 0.07 0.152
H -1.274274 -2.571582 -2.444309 0.47 -0.10 -0.27 0.099
H 0.357071 -3.064621 -1.904667 0.29 0.12 0.09 0.086
H -1.154864 -3.259845 -0.952451 0.49 0.03 0.44 0.083
H -1.427663 -0.673044 -0.858377 -0.22 -0.16 0.47 0.114
H 1.588124 -0.705862 -1.629055 -0.47 -0.75 0.29 0.139
H 0.860557 1.179835 0.215442 0.66 -1.05 0.04 0.117
H 1.203998 1.451237 -1.340918 -0.12 0.19 0.03 0.155
H -0.360240 1.279923 -0.749335 -0.31 0.02 -0.70 0.111
H -2.031868 -1.150205 2.975000 -0.15 -0.64 -0.80 0.054
H -2.080218 -2.119033 1.686930 -0.05 -0.13 0.66 0.031
O -2.102236 -1.212351 2.003939 0.24 0.76 0.11 -0.070
H -1.967765 3.076371 -1.212494 -0.25 0.27 -0.02 0.058
H -2.998807 2.119916 -0.570860 -0.20 0.10 0.13 0.061
O -2.163674 2.154152 -1.039018 0.67 -0.42 -0.07 -0.036
H 3.608082 1.663527 0.900790 0.46 0.88 -0.11 0.063
H 2.752824 0.541751 0.713228 -0.27 0.29 -0.40 0.034
O 2.924541 1.401295 0.282328 0.34 -0.97 0.46 -0.067
H 1.174234 -0.549064 2.289038 0.01 0.24 -0.30 0.067
H 1.161178 0.604206 3.206123 0.05 0.57 0.28 0.063
O 1.349271 0.407894 2.286629 -0.30 -1.04 0.05 -0.046

---

(3)
58
Properties=species:S:1:pos:R:3:forces:R:3:lowdin_charge:R:1 method="wB97M-V/def2-TZVPD" total_charge=+1 max_force_ev_per_a=4.02 homo_energy_ev="-10.09 / -10.09" lumo_energy_ha="-0.188 / -0.188" energy_ev=-42468.0391
Au 0.204726 0.275654 -1.411962 -2.77 -2.33 -1.76 1.250
O -3.858070 1.254580 -1.407746 0.21 -0.14 -0.07 0.087
C -2.650951 1.189660 -1.535880 0.51 -0.14 0.07 -0.450
N -1.891725 0.066183 -1.702828 1.89 2.76 0.76 0.023
C -2.317788 -1.220562 -1.729547 0.30 -3.86 -0.14 -0.220
C -3.671808 -1.617032 -1.736641 0.73 0.85 -0.20 -0.014
C -3.998535 -2.946258 -1.723743 0.57 -1.34 0.01 -0.068
C -2.997498 -3.943641 -1.704046 -1.38 0.56 -0.09 -0.070
C -1.672171 -3.609957 -1.704252 0.90 0.79 0.11 -0.011
C -1.282390 -2.250289 -1.728224 -3.95 0.22 0.39 -0.215
N -0.002008 -1.818147 -1.751787 2.87 2.25 0.11 0.033
C 1.136364 -2.575724 -1.668189 -0.01 0.43 0.12 -0.429
O 1.213135 -3.786773 -1.639662 -0.17 0.25 -0.09 0.099
C 2.400596 -1.742472 -1.650486 0.04 -0.21 0.01 -0.180
C 3.620326 -2.394572 -1.558677 -0.04 0.09 -0.04 0.031
C 4.786727 -1.647511 -1.556163 -0.08 0.02 -0.01 -0.014
C 4.697385 -0.267066 -1.652849 -0.09 0.00 -0.05 -0.029
C 3.442475 0.311444 -1.736548 0.20 0.29 0.01 -0.112
N 2.320948 -0.406029 -1.732083 -0.50 0.30 0.35 -0.012
C -1.821041 2.455111 -1.514880 -0.29 0.02 -0.01 -0.170
C -2.476239 3.675182 -1.473577 0.16 -0.04 -0.03 0.032
C -1.729965 4.842183 -1.482479 0.04 -0.08 0.01 -0.011
C -0.347580 4.750443 -1.534738 -0.04 -0.09 -0.03 -0.027
C 0.234099 3.495190 -1.559885 0.38 0.17 0.00 -0.104
N -0.482347 2.373316 -1.545995 0.41 -0.71 0.28 -0.011
H -4.436253 -0.858899 -1.742460 -0.03 0.00 0.00 0.101
H -5.040967 -3.235747 -1.728648 0.01 0.00 0.05 0.109
H -3.282492 -4.987160 -1.696227 0.00 0.01 -0.01 0.109
H -0.908882 -4.369216 -1.696652 0.00 -0.02 0.01 0.101
H 3.620581 -3.473137 -1.492009 -0.05 -0.01 -0.01 0.131
H 5.751129 -2.132062 -1.485885 -0.01 -0.01 0.01 0.124
H 5.581218 0.354592 -1.666669 -0.03 0.03 -0.01 0.117
H 3.329554 1.385245 -1.816294 0.00 -0.02 0.03 0.111
H -3.556083 3.675825 -1.439445 -0.01 -0.07 -0.02 0.132
H -2.216099 5.807784 -1.452946 -0.01 0.00 0.00 0.124
H 0.274109 5.633913 -1.555094 0.04 -0.04 0.01 0.118
H 1.309966 3.382156 -1.591294 -0.02 0.00 0.02 0.111
C -1.818766 -0.663038 1.727403 -0.03 -0.09 -0.13 -0.036
N -0.844886 0.083072 2.492470 0.03 0.02 0.11 -0.151
C -1.394071 0.838568 3.606917 0.02 -0.02 -0.03 -0.043
C 0.449814 0.153478 2.111125 0.28 0.05 0.20 -0.442
N 0.828371 -0.123291 0.892407 0.02 0.16 0.16 0.066
N 1.347359 0.545077 3.096179 -0.11 -0.02 -0.16 -0.177
C 1.392851 -0.217310 4.339086 -0.02 0.04 0.05 -0.045
C 2.636540 1.057422 2.676045 -0.05 -0.04 0.06 -0.072
H -2.440106 -1.249559 2.407632 0.01 0.03 -0.01 0.101
H -1.305336 -1.340600 1.053110 -0.04 -0.03 -0.10 0.073
H -2.476200 -0.000723 1.157579 0.00 -0.01 -0.06 0.088
H -2.237547 1.436750 3.253642 0.02 0.00 0.00 0.095
H -0.640431 1.498542 4.021711 0.00 0.04 0.01 0.089
H -1.760767 0.171974 4.391432 0.01 0.01 0.00 0.095
H 1.836789 -0.204930 0.855243 0.03 -0.05 0.12 0.021
H 0.428879 -0.676455 4.538242 0.04 0.01 0.02 0.082
H 1.649781 0.440362 5.170664 -0.02 -0.02 0.00 0.096
H 2.145063 -1.011891 4.279608 -0.01 0.01 -0.01 0.097
H 3.349481 0.265416 2.407398 -0.01 -0.01 0.01 0.091
H 3.063097 1.625346 3.502365 0.04 -0.01 -0.03 0.094
H 2.507615 1.725605 1.826222 0.03 0.03 0.01 0.085

---

(4)
104
Properties=species:S:1:pos:R:3:forces:R:3:mulliken_spin:R:1 method="wB97M-V/def2-TZVPD" s2=0.85 total_charge=-2 max_force_ev_per_a=0.31 relative_energy_kcal_mol=0.0 homo_energy_ev="-2.26 / -3.07" spin_multiplicity=2 lumo_energy_ha="0.116 / 0.116" energy_ev=-180220.4308
Re -0.082847 -0.587010 0.521058 0.01 0.04 -0.03 0.097
S 2.214767 -1.025649 0.285190 -0.09 -0.05 0.10 -0.030
C 2.521135 0.234276 -0.907416 -0.11 0.03 -0.01 -0.115
N 3.569875 0.281030 -1.691387 0.04 -0.03 -0.03 0.316
N 4.452130 -0.730957 -1.536713 0.03 0.05 0.08 0.051
C 5.556376 -0.837457 -2.343670 0.03 -0.01 -0.07 -0.040
C 6.414513 -1.934902 -2.186254 -0.03 0.01 0.02 0.034
C 7.525971 -2.074844 -2.995017 0.01 0.01 0.00 -0.018
C 7.814588 -1.133940 -3.977944 0.00 -0.01 0.00 0.036
C 6.961256 -0.049180 -4.133597 0.00 0.01 -0.01 -0.016
C 5.841546 0.110236 -3.334063 -0.01 -0.01 0.03 0.042
N 1.637570 1.248589 -1.039068 0.01 0.02 0.02 0.394
N 0.525311 1.128834 -0.344290 0.08 -0.03 -0.07 0.016
C -0.295046 2.288166 -0.494531 -0.07 -0.01 0.03 -0.026
C -0.981995 2.804641 0.597635 0.01 0.03 0.00 0.008
C -1.846060 3.875029 0.418358 -0.01 -0.01 0.02 -0.003
C -2.020273 4.440095 -0.836671 0.00 0.01 -0.03 0.007
C -1.309935 3.937100 -1.919816 -0.02 0.01 0.00 -0.001
C -0.445539 2.867358 -1.753613 0.00 -0.03 0.02 0.026
H 4.282486 -1.433744 -0.827067 -0.02 -0.01 -0.03 -0.010
H 6.188909 -2.680834 -1.432315 0.00 -0.01 -0.01 0.002
H 8.172135 -2.933791 -2.858506 0.00 0.00 0.00 -0.001
H 8.685164 -1.247094 -4.611115 0.00 0.00 0.00 0.003
H 7.169425 0.693616 -4.895133 0.00 0.00 0.00 -0.001
H 5.176318 0.952568 -3.453594 0.00 0.00 0.00 0.012
H -0.841613 2.365728 1.574978 0.01 0.01 -0.01 -0.005
H -2.390312 4.257112 1.272443 0.01 0.00 0.00 0.000
H -2.705424 5.268311 -0.971216 0.00 0.00 0.00 0.001
H -1.436877 4.373805 -2.903528 0.00 0.00 0.00 0.000
H 0.111785 2.458682 -2.584940 0.00 0.00 0.00 0.005
I -6.648182 -0.747251 -3.801173 0.00 0.00 -0.01 0.000
C -5.438481 -0.339033 -2.137280 0.01 0.01 0.01 0.001
C -5.871963 -0.716585 -0.875440 -0.01 -0.02 0.01 0.000
C -5.074258 -0.428085 0.220553 0.01 0.00 0.01 0.000
C -3.845479 0.201619 0.060224 0.03 0.08 -0.03 -0.006
C -3.429004 0.566118 -1.212307 0.00 -0.02 0.00 -0.008
C -4.228608 0.307450 -2.318267 0.01 0.01 -0.02 -0.008
C -3.035258 0.536522 1.291512 -0.06 -0.25 0.16 0.003
O -3.600659 1.077744 2.227881 0.01 0.09 -0.03 0.002
O -1.803946 0.169185 1.296613 0.03 0.08 -0.05 0.013
H -6.820459 -1.220635 -0.747513 0.00 0.00 0.00 0.000
H -5.402990 -0.683395 1.219744 0.00 0.00 0.00 0.000
H -2.481941 1.068944 -1.345765 0.05 0.02 0.00 0.020
H -3.901263 0.603682 -3.305665 0.00 0.00 0.00 0.000
S -0.748519 -1.509440 -1.249877 -0.08 0.00 -0.08 0.206
O -0.551673 -4.050343 2.922491 0.02 0.00 0.02 -0.001
C -0.252219 -3.393389 1.935625 -0.01 -0.02 -0.03 -0.015
O -0.650936 -2.172996 1.755968 -0.01 0.03 0.01 0.000
C 0.575304 -4.060156 0.833513 0.02 0.06 -0.03 0.015
C 1.839365 -4.710900 1.398751 0.03 -0.02 -0.02 0.004
Ge 2.555850 -6.118027 0.258156 0.01 0.06 -0.05 -0.003
C 1.229332 -7.543616 0.040762 -0.01 0.02 0.00 0.000
C 0.642396 -7.826379 -1.190971 0.01 0.00 -0.01 0.000
C -0.331372 -8.810310 -1.310373 0.00 0.00 0.00 0.000
C -0.735765 -9.526586 -0.193863 0.00 0.00 0.00 0.000
C -0.168496 -9.250796 1.043105 0.00 -0.01 0.00 0.000
C 0.803057 -8.266953 1.155537 0.00 0.01 0.02 0.000
C 3.076159 -5.451539 -1.508208 0.01 -0.01 0.04 0.001
C 2.979418 -4.098349 -1.829586 -0.05 0.01 -0.02 0.014
C 3.389739 -3.627103 -3.071338 -0.01 -0.01 -0.02 -0.007
C 3.907871 -4.506011 -4.010249 0.00 0.00 0.00 -0.002
C 4.013603 -5.857487 -3.705707 0.00 0.01 0.00 0.001
C 3.600932 -6.321917 -2.465069 0.03 -0.04 0.02 0.000
C 4.164399 -6.911092 1.061765 -0.02 0.02 0.00 0.000
C 5.184086 -6.070421 1.510595 0.00 0.01 0.01 0.000
C 6.348784 -6.585262 2.060821 0.01 -0.01 0.00 0.000
C 6.515374 -7.959507 2.171554 0.00 0.00 0.00 0.000
C 5.512985 -8.809981 1.729433 0.01 0.00 0.00 0.000
C 4.348463 -8.286881 1.179986 -0.01 -0.01 -0.02 0.000
H 0.823179 -3.336515 0.064842 0.00 -0.03 -0.03 -0.003
H -0.080696 -4.801184 0.362515 -0.01 -0.04 0.10 -0.001
H 1.612313 -5.142683 2.376294 0.01 -0.06 -0.02 0.000
H 2.615142 -3.954998 1.555149 -0.03 0.02 0.04 -0.001
H 0.940032 -7.264793 -2.069316 0.01 0.00 0.00 0.000
H -0.781039 -9.009002 -2.275745 0.00 0.00 0.00 0.000
H -1.500588 -10.288471 -0.283367 0.00 0.00 0.00 0.000
H -0.492151 -9.793405 1.922895 0.00 0.00 0.00 0.000
H 1.223485 -8.050738 2.132286 0.01 0.00 0.00 0.000
H 2.576271 -3.388537 -1.115000 0.01 -0.01 -0.01 -0.011
H 3.303448 -2.571206 -3.296016 0.01 0.00 0.00 0.005
H 4.232744 -4.137716 -4.975676 0.01 0.00 0.00 -0.001
H 4.422509 -6.548590 -4.433509 0.00 0.00 0.00 0.000
H 3.698454 -7.379434 -2.237187 0.00 0.00 0.00 0.000
H 5.069874 -4.993996 1.433477 0.00 0.00 0.00 0.000
H 7.125278 -5.913707 2.406105 0.00 0.00 0.00 0.000
H 7.422719 -8.364392 2.603134 0.00 0.00 0.00 0.000
H 5.635573 -9.883463 1.812991 0.00 0.00 0.00 0.000
H 3.572159 -8.963763 0.839946 -0.01 0.00 0.00 0.000
O 0.782863 1.748100 7.504822 -0.01 -0.03 0.00 0.000
S -0.006792 2.109458 6.353380 -0.02 0.03 -0.01 0.000
O -0.597647 3.424454 6.361737 0.02 -0.02 -0.01 0.001
N 0.832460 1.862270 4.969136 -0.05 0.02 0.02 0.007
C 0.291831 0.928791 4.228490 -0.04 0.18 -0.08 0.008
S 1.034594 0.539357 2.733996 0.16 -0.13 0.15 -0.018
C -0.930502 0.291724 4.824278 -0.01 0.00 0.04 0.000
C -1.705336 -0.753190 4.355655 0.05 -0.03 -0.02 -0.004
C -2.792233 -1.157289 5.122388 -0.01 -0.01 -0.01 0.000
C -3.100737 -0.538514 6.327869 0.01 0.01 0.01 0.000
C -2.309809 0.498837 6.811116 -0.01 -0.02 0.00 0.000
C -1.236079 0.881572 6.038752 0.00 0.02 0.01 0.001
H -1.456967 -1.258546 3.434468 0.00 0.00 -0.08 0.003
H -3.405045 -1.976381 4.767588 0.00 0.00 0.00 0.000
H -3.957044 -0.873537 6.901300 0.00 0.00 0.00 0.000
H -2.519344 0.982173 7.756667 -0.01 0.01 0.00 0.000